32
Properties=species:S:1:pos:R:3:nbo_charge:R:1 method="wB97M-V/def2-TZVPD" e_above_lowest_kcal_mol=19.26 total_charge=+1 gap_ev=10.23
C 0.7999 -2.8428 1.3184 -0.072
O 0.3132 -1.8511 2.2299 -0.765
C -0.1261 -3.0470 0.1143 -0.427
C -1.0618 -1.9153 -0.4044 -0.447
C -0.5003 -0.4787 -0.3961 0.168
C 0.3341 0.0954 -1.2532 -0.401
C -0.4059 0.9959 1.4617 0.188
N -1.1161 0.3025 0.6410 -0.481
H 1.7956 -2.3779 1.1077 0.172
H 1.0152 -3.7658 1.8785 0.194
H 0.5805 -2.0662 3.1256 0.486
H 0.4727 -3.4644 -0.7074 0.224
H -0.8353 -3.8927 0.2376 0.224
H -1.1603 -2.1545 -1.4966 0.239
H -2.0509 -2.0458 0.0276 0.234
H 0.6948 1.1173 -1.2483 0.234
H 0.7760 -0.5397 -1.9966 0.214
H 0.6333 1.0532 1.2496 0.229
H -0.9386 1.3195 2.3521 0.224
H -2.1537 0.3407 0.6529 0.466
H -4.3950 0.4038 -0.0372 0.496
H -4.1366 -1.0075 -0.5013 0.499
O -3.6817 -0.2416 -0.1533 -0.967
H 0.3947 3.5764 0.3155 0.514
H -0.2122 3.9803 1.5569 0.481
O -0.3359 3.2756 0.9081 -0.954
H 2.7221 1.7257 -3.4470 0.502
H 3.0228 1.0033 -2.0203 0.497
O 3.0028 1.8283 -2.5365 -0.966
H 2.3135 3.0837 -1.5242 0.513
H 2.3977 4.1930 -0.7532 0.480
O 1.8412 3.3966 -0.7018 -1.001

***

29
Properties=species:S:1:pos:R:3:nbo_charge:R:1 method="wB97M-V/def2-TZVPD" e_above_lowest_kcal_mol=1.48 total_charge=+1 gap_ev=9.62
C -0.9844 2.3833 -1.1292 -0.647
C 0.5557 2.9884 0.6417 -0.690
C 1.4841 1.6539 -1.3736 -0.641
C 0.9997 -2.6793 0.6855 -0.439
C -0.4660 -2.1272 -1.1554 -0.437
C 0.2940 1.9477 -0.4428 -0.322
N -0.2493 -1.9707 0.2834 -0.778
Si -1.6801 -2.6263 1.3434 1.029
Si 0.1142 0.4780 0.9531 1.263
H -1.3953 1.6255 -1.7619 0.224
H -1.7439 2.7596 -0.3957 0.227
H -0.9379 3.3706 -1.6795 0.246
H 1.4417 2.9774 1.2806 0.245
H -0.2725 2.9962 1.4081 0.226
H 0.6458 3.9724 0.2347 0.264
H 1.2321 1.1380 -2.3124 0.233
H 2.0218 2.5271 -1.7542 0.244
H 2.2533 1.0938 -0.8072 0.213
H 1.1624 -2.3785 1.7530 0.212
H 0.7433 -3.7468 0.4842 0.225
H 1.8107 -2.1900 0.1860 0.216
H -0.1203 -3.0708 -1.4938 0.211
H -1.4598 -2.0697 -1.4298 0.221
H 0.1518 -1.5140 -1.7359 0.211
H -1.8412 -2.4419 2.8246 -0.112
H -2.6971 -1.8259 0.6304 -0.158
H -1.5537 -4.1195 1.0870 -0.138
H 1.3634 0.3187 1.6611 -0.177
H -0.8724 0.5297 2.0145 -0.169

***

32
Properties=species:S:1:pos:R:3:nbo_charge:R:1 method="wB97M-V/def2-TZVPD" e_above_lowest_kcal_mol=117.19 total_charge=0 gap_ev=10.45
C 8.6084 -13.4837 16.6310 -0.258
O 9.0693 -14.8449 16.5798 -0.716
H 7.7541 -13.4444 17.3068 0.174
H 9.3196 -12.7865 17.0738 0.165
H 8.3639 -13.1128 15.6356 0.170
H 10.0080 -14.7458 16.7547 0.464
C 12.0032 -19.2212 20.0774 -0.252
O 13.0819 -19.6863 19.2685 -0.721
H 12.0381 -18.1859 20.4167 0.187
H 11.0749 -19.2802 19.5092 0.159
H 11.8716 -19.9132 20.9092 0.163
H 12.9868 -20.6411 19.2358 0.465
C 16.1732 -17.4125 13.5135 -0.093
C 16.4969 -16.4207 12.3823 -0.096
O 17.5675 -15.5754 12.7176 -0.691
O 15.6561 -16.6360 14.6583 -0.778
H 17.0977 -17.9107 13.8057 0.168
H 15.4617 -18.2197 13.3394 0.179
H 15.5326 -15.9296 12.2520 0.162
H 16.5957 -16.9231 11.4201 0.187
H 17.2536 -15.3223 13.5889 0.475
H 15.1785 -17.1084 15.3441 0.487
C 10.5614 -6.5547 11.4471 -0.083
C 9.6807 -6.6427 12.6592 -0.103
O 8.9355 -7.8927 12.6697 -0.740
O 11.2067 -7.7880 11.2142 -0.717
H 11.2479 -5.7092 11.4034 0.189
H 9.9326 -6.3800 10.5740 0.153
H 9.0187 -5.7873 12.5245 0.165
H 10.1966 -6.3217 13.5641 0.172
H 8.3169 -7.9106 13.4037 0.485
H 10.6037 -8.4513 11.5577 0.480

***

43
Properties=species:S:1:pos:R:3:nbo_charge:R:1 method="wB97M-V/def2-TZVPD" e_above_lowest_kcal_mol=12.34 total_charge=-1 gap_ev=7.08
N -1.3638 -1.7013 1.1113 -0.853
C -1.5598 -1.0015 -0.1495 0.378
N -2.9093 -0.4107 -0.0634 -0.879
N -1.4799 -1.9288 -1.2621 -0.840
C -0.4600 0.1065 -0.2179 -0.249
N 0.2330 0.2039 -1.4880 -0.638
C 1.5965 -0.2732 -1.4467 -0.218
N 2.1482 -0.0529 -2.8148 -0.818
B 1.6909 -1.8312 -1.1438 1.192
O 1.3921 -2.7158 -2.1505 -0.920
O 2.1066 -2.3168 0.0893 -0.972
C 2.5396 0.4698 -0.4962 0.764
O 2.1324 1.4036 0.2327 -0.780
O 3.7215 0.0320 -0.5726 -0.822
H -1.9725 -2.5074 1.1615 0.339
H -0.3906 -1.9635 1.1907 0.386
H -3.1311 0.0633 -0.9284 0.354
H -2.9195 0.2790 0.6781 0.371
H -2.0692 -2.7149 -1.0210 0.344
H -1.8396 -1.4944 -2.1015 0.364
H 0.2061 -0.0103 0.6309 0.220
H -0.9635 1.0499 -0.0601 0.197
H 0.1925 1.1443 -1.8468 0.374
H 2.9531 -0.6381 -2.9687 0.366
H 1.4146 -0.3156 -3.4584 0.353
H 0.8937 -3.4587 -1.8053 0.491
H 3.0401 -2.0831 0.1652 0.525
C 4.5910 4.4939 -0.9755 0.771
O 4.8821 5.6559 -1.2504 -0.714
N 5.2377 3.4214 -1.5265 -0.858
N 3.6062 4.1521 -0.1093 -0.850
H 4.9978 2.4657 -1.3139 0.418
H 5.9723 3.6134 -2.1778 0.389
H 3.0876 4.8887 0.3257 0.390
H 3.3753 3.1901 0.0993 0.437
C -5.0544 -0.6475 3.3387 0.774
O -4.9191 0.5344 3.0773 -0.664
N -4.3470 -1.6305 2.7146 -0.852
N -5.9432 -1.0829 4.2949 -0.861
H -4.4547 -2.6031 2.9252 0.376
H -3.6807 -1.3548 2.0094 0.434
H -6.4783 -0.3844 4.7728 0.401
H -6.0748 -2.0465 4.5314 0.380

***

47
Properties=species:S:1:pos:R:3:nbo_charge:R:1 method="wB97M-V/def2-TZVPD" e_above_lowest_kcal_mol=0.00 total_charge=0 gap_ev=7.76
Be -0.4059 -0.1204 -0.7528 1.589
Br -2.7200 0.8995 -1.9605 -0.810
O 3.1623 -0.6644 1.9752 -0.718
C 2.1586 -0.6362 1.0607 0.936
O 2.0330 0.3662 0.3246 -0.781
O 1.3011 -1.5647 1.0373 -0.830
H 3.2862 -1.6056 2.1508 0.481
C -0.0048 2.9615 0.8648 0.794
O -0.3936 2.1026 0.0933 -0.694
N 1.2884 3.3279 0.9832 -0.823
N -0.8043 3.6180 1.7644 -0.863
H 1.4625 4.1089 1.5906 0.372
H 2.0579 3.0073 0.4231 0.433
H -1.7890 3.4739 1.6271 0.416
H -0.3921 3.9173 2.6265 0.391
C 1.7851 -2.3279 -2.1160 0.807
O 0.7224 -1.7882 -1.8739 -0.703
N 2.5163 -2.9604 -1.1513 -0.860
N 2.4214 -2.2682 -3.3291 -0.842
H 2.1400 -2.8482 -0.2152 0.449
H 3.4580 -3.2109 -1.3813 0.377
H 3.1670 -2.9338 -3.4139 0.379
H 1.9143 -1.8913 -4.1083 0.413
C 1.0656 2.2037 -2.8678 0.798
O 0.7550 1.1149 -2.4193 -0.692
N 0.4399 3.3561 -2.5373 -0.843
N 2.1591 2.3683 -3.6697 -0.845
H -0.2557 3.3136 -1.8083 0.434
H 0.6657 4.2683 -2.8846 0.382
H 2.6554 1.5396 -3.9353 0.411
H 2.4172 3.3015 -3.9235 0.385
C -1.8557 0.0386 2.7024 0.780
O -1.7245 0.0944 1.4905 -0.665
N -3.0873 0.1801 3.2814 -0.858
N -0.8234 -0.0151 3.5877 -0.837
H -3.8810 0.2690 2.6703 0.407
H -3.2890 -0.0838 4.2289 0.386
H 0.0989 -0.0509 3.1852 0.433
H -1.0396 -0.2563 4.5356 0.386
C -2.4585 -2.7965 0.0766 0.800
O -1.5627 -2.1239 -0.4087 -0.690
N -3.3302 -2.2974 0.9864 -0.844
N -2.6901 -4.0783 -0.3152 -0.839
H -3.1566 -1.3450 1.2607 0.425
H -3.8410 -2.9317 1.5721 0.377
H -3.4140 -4.6269 0.1068 0.384
H -2.2127 -4.4055 -1.1343 0.413

***

33
Properties=species:S:1:pos:R:3:nbo_charge:R:1 method="wB97M-V/def2-TZVPD" e_above_lowest_kcal_mol=78.54 total_charge=0 gap_ev=9.95
C 3.8658 -1.0895 0.4261 -0.243
O 2.4900 -1.4771 0.3285 -0.570
C 1.8325 -1.6377 1.6697 -0.068
C 0.3481 -1.9482 1.4202 -0.234
N -0.2533 -1.0293 0.4859 -0.672
C -1.6062 -1.4028 -0.1215 -0.227
C -2.0331 -0.2482 -1.0133 -0.064
O -1.0956 -0.0977 -1.9894 -0.551
C -1.4537 0.7079 -3.1305 -0.262
H 4.4549 -1.8694 1.0307 0.160
H 4.0090 -0.1331 0.9699 0.174
H 4.1838 -0.9530 -0.5870 0.199
H 1.9195 -0.6296 2.1870 0.177
H 2.2961 -2.4080 2.2482 0.182
H -0.1893 -1.9135 2.3999 0.195
H 0.4042 -2.9865 0.9511 0.171
H 0.4102 -0.9769 -0.2951 0.401
H -2.3495 -1.4097 0.6243 0.186
H -1.6114 -2.3852 -0.6869 0.185
H -2.1000 0.6822 -0.3936 0.177
H -3.0514 -0.4636 -1.3571 0.161
H -1.4592 1.7888 -2.8506 0.195
H -2.5065 0.6742 -3.4739 0.169
H -0.7613 0.4736 -3.9119 0.194
O -1.4468 2.9926 -0.6563 -0.996
H -1.7148 3.9212 -0.5592 0.479
H -1.3583 2.5761 0.2325 0.501
O 1.1943 2.6609 0.2568 -0.949
H 0.5377 2.8177 0.9520 0.467
H 0.6062 2.4502 -0.4681 0.479
O -1.1104 1.4741 1.6998 -1.014
H -1.8110 1.1512 2.2885 0.482
H -0.6405 0.6884 1.3234 0.518